Entry 1:
14
Properties=species:S:1:pos:R:3:forces:R:3:nbo_charge:R:1 method="wB97M-V/def2-TZVPD" homo_ev=-8.31 energy_ha=-1997.13753 homo_lumo_gap_ev=8.617 smiles="[PH2]#[PH]P=[PH2]O/N=C/Cl" fmax_ev_per_a=4.3
P 0.312 2.688 0.257 -0.2 -0.8 3.4 0.03
P -0.916 1.350 -0.831 -0.6 0.6 -2.0 -0.06
P -1.818 0.541 0.917 -0.8 -1.4 -0.1 -0.20
P -1.702 -1.439 0.210 2.0 1.2 3.0 0.84
O -0.083 -2.128 -0.128 -1.7 0.7 -0.2 -0.61
N 0.809 -1.306 0.478 0.8 0.8 1.3 -0.16
C 1.920 -1.129 -0.063 -0.5 1.9 3.8 0.09
Cl 3.087 -0.075 0.814 -0.8 -1.0 -0.7 -0.03
H 1.048 3.100 -0.745 1.8 0.8 -2.3 -0.03
H 1.149 1.574 0.639 -0.1 0.9 -0.1 0.00
H -1.725 2.514 -1.151 -0.3 -0.9 0.0 -0.01
H -2.312 -2.056 1.353 0.4 -0.3 -0.7 0.00
H -2.059 -2.147 -0.836 -1.4 -0.9 -2.0 -0.04
H 2.290 -1.486 -0.914 1.4 -1.6 -3.5 0.18


Entry 2:
8
Properties=species:S:1:pos:R:3:forces:R:3:nbo_charge:R:1 method="wB97M-V/def2-TZVPD" homo_ev=-17.28 energy_ha=-95.90053 charge=+1 homo_lumo_gap_ev=4.852 fmax_ev_per_a=3.6
C -0.243 0.715 1.042 -0.8 2.9 2.0 -0.79
N 0.253 -1.080 -1.355 -0.2 1.5 1.1 0.12
H 0.785 1.010 0.966 0.5 0.5 0.3 0.23
H -0.706 0.987 2.071 1.0 -0.7 -1.7 0.28
H -0.875 1.269 0.319 -0.1 -0.1 -0.2 0.26
H -0.081 -1.824 -1.923 -1.0 -1.9 -1.0 0.34
H 1.123 -0.822 -1.818 1.1 0.4 -0.2 0.35
H -0.256 -0.254 0.697 -0.5 -2.7 -0.3 0.21


Entry 3:
8
Properties=species:S:1:pos:R:3:forces:R:3:nbo_charge:R:1 method="wB97M-V/def2-TZVPD" homo_ev=-16.96 energy_ha=-96.10875 charge=+1 homo_lumo_gap_ev=12.604 fmax_ev_per_a=5.5
C 0.360 -0.574 0.126 5.5 0.6 0.5 -0.40
N -0.545 0.547 -0.144 -0.4 0.2 0.0 -0.69
H 0.230 -0.995 1.113 -0.3 0.1 0.0 0.25
H 0.371 -1.312 -0.662 -0.2 0.1 -0.1 0.25
H 1.922 -0.105 0.186 -4.7 -1.1 -0.3 0.23
H -1.521 0.218 -0.044 0.3 0.3 -0.1 0.45
H -0.414 0.904 -1.100 -0.1 0.0 0.3 0.46
H -0.402 1.317 0.526 -0.1 -0.2 -0.3 0.46


Entry 4:
8
Properties=species:S:1:pos:R:3:forces:R:3:lowdin_spin:R:1 method="wB97M-V/def2-TZVPD" homo_ev="-12.76 / -20.13" energy_ha=-95.95364 charge=+1 homo_lumo_gap_ev="8.455 / 12.478" multiplicity=3 fmax_ev_per_a=4.1
C -0.238 -0.021 0.661 -1.3 3.9 -0.4 0.96
N 0.179 0.287 -0.709 0.1 0.0 0.2 0.12
H 0.254 0.549 1.431 0.5 -0.2 0.1 0.04
H -1.301 -0.147 0.777 -0.1 -0.6 -0.1 0.04
H 0.273 -1.766 0.996 0.8 -2.9 0.5 0.79
H -0.337 1.109 -1.068 0.2 -0.2 -0.1 0.02
H -0.018 -0.505 -1.338 0.1 0.1 0.0 0.02
H 1.187 0.493 -0.750 -0.3 0.0 -0.1 0.00


Entry 5:
9
Properties=species:S:1:pos:R:3:forces:R:3:nbo_charge:R:1 method="wB97M-V/def2-TZVPD" homo_ev=-9.14 energy_ha=-151.13604 homo_lumo_gap_ev=10.008 smiles="C=N.N" fmax_ev_per_a=3.3
C -1.971 -1.140 -4.317 -1.8 0.0 -0.4 0.00
N -2.825 -0.753 -3.455 2.7 0.5 1.8 -0.66
H -2.231 -1.980 -4.982 1.0 -0.7 0.6 0.14
H -1.091 -0.539 -4.544 -0.4 0.5 -0.6 0.16
H -3.151 -1.483 -2.822 -1.6 -0.3 -1.3 0.36
N 2.587 1.282 5.173 0.6 0.2 -0.4 -1.05
H 3.560 1.001 5.286 -0.1 -0.1 0.4 0.35
H 2.549 1.368 4.159 -0.4 0.0 0.0 0.35
H 2.573 2.245 5.504 -0.1 -0.1 0.1 0.35


Entry 6:
9
Properties=species:S:1:pos:R:3:forces:R:3:nbo_charge:R:1 method="wB97M-V/def2-TZVPD" homo_ev=-8.92 energy_ha=-151.19309 homo_lumo_gap_ev=10.205 smiles=NCN fmax_ev_per_a=0.8
N -1.026 0.549 -0.144 -0.1 0.7 -0.3 -0.88
C -0.011 -0.480 -0.320 0.0 0.2 0.6 -0.04
N 1.232 -0.162 0.358 0.1 0.0 -0.5 -0.83
H -1.984 0.275 -0.278 0.0 -0.3 0.0 0.36
H -0.940 1.105 0.693 0.1 -0.2 0.1 0.36
H -0.344 -1.450 0.045 -0.2 -0.2 0.0 0.15
H 0.191 -0.564 -1.381 0.2 -0.2 -0.2 0.17
H 1.814 0.434 -0.219 -0.1 0.1 0.2 0.36
H 1.068 0.293 1.245 0.0 0.0 0.1 0.35


The records above yield energy relative to the best compared isomer or geometry (same formula, charge and spin) values of 39.5, 180.8, 50.1, 0.0, 39.5, 3.7 kcal/mol, respectively.